# 1
{"formula": "C3H11N2", "method": "ωB97M-V/def2-TZVPD", "e_tot_ha": -230.14724, "total_charge": 1, "orbital_gap_ha": 0.4414, "de_lowest_kcal_mol": 22.0, "symbols": ["N", "N", "C", "C", "C", "H", "H", "H", "H", "H", "H", "H", "H", "H", "H", "H"], "xyz": [[-1.71406, 0.15517, -0.41819], [0.93999, 0.09425, -0.45895], [1.47202, 1.29589, 0.23856], [-2.48238, -0.31606, 0.46379], [1.36267, -1.19980, 0.14010], [0.69816, -1.39252, 0.97816], [0.73203, 2.10343, 0.18103], [1.20928, 0.12705, -1.43607], [-2.07196, -0.62757, 1.42805], [1.62116, 1.05416, 1.28894], [-3.54708, -0.41840, 0.29495], [2.39701, -1.13462, 0.48098], [-0.19753, 0.10889, -0.46007], [-2.17126, 0.44993, -1.27772], [1.20241, -1.98460, -0.57719], [2.37188, 1.64939, -0.23092]], "atomic_forces_ev_per_a": [[0.2, 0.1, -0.2], [-0.6, -0.1, -0.1], [-0.9, 0.3, 0.2], [-0.1, 0.0, 0.2], [-0.1, 0.4, 0.3], [0.2, 0.0, 0.2], [0.1, -0.2, 0.0], [0.2, 0.0, -0.1], [-0.1, 0.0, -0.2], [0.1, 0.0, -0.1], [-0.2, 0.0, 0.1], [-0.1, -0.2, -0.2], [0.8, 0.2, 0.2], [-0.2, -0.1, 0.0], [0.2, -0.3, -0.3], [0.5, -0.1, 0.0]]}

# 2
{"formula": "C4H7NS2", "method": "ωB97M-V/def2-TZVPD", "smiles": "C=C(C)C(=S)NS", "e_tot_ha": -1007.60311, "orbital_gap_ha": 0.3143, "de_lowest_kcal_mol": 82.3, "symbols": ["S", "S", "N", "C", "C", "C", "C", "H", "H", "H", "H", "H", "H", "H"], "xyz": [[-1.74036, -2.19607, 0.15466], [2.33359, -1.07183, -0.15014], [0.76767, -1.57777, -0.20320], [-0.30164, 0.40982, 0.04271], [-1.30023, 1.41134, -0.71810], [-0.46339, -1.10147, -0.12595], [0.43060, 0.73288, 1.16863], [2.46156, -0.68686, -1.42858], [-2.28224, 1.09663, -0.40724], [1.07276, -0.25683, 1.64968], [0.73161, -2.55641, 0.12656], [-1.17151, 1.58036, -1.73490], [-1.15710, 2.35160, 0.08516], [0.61868, 1.86459, 1.54070]], "atomic_forces_ev_per_a": [[1.1, 1.8, -0.7], [1.8, 0.9, -0.6], [-0.1, -4.7, 0.5], [-2.0, 1.1, 1.0], [1.8, 0.9, 6.7], [-0.6, 1.6, 1.2], [0.9, -0.8, -0.5], [0.1, -0.1, -0.1], [-0.5, -0.4, -0.6], [-2.2, 3.7, -0.7], [0.1, 0.3, -0.9], [0.4, 0.4, -1.6], [-0.3, -1.7, -3.0], [-0.5, -3.0, -0.9]]}

# 3
{"formula": "C6H14N2O", "method": "ωB97M-V/def2-TZVPD", "smiles": "CC(=O)CN.C/C=C/N", "e_tot_ha": -421.72783, "orbital_gap_ha": 0.3204, "de_lowest_kcal_mol": 45.5, "symbols": ["O", "N", "N", "C", "C", "C", "C", "C", "C", "H", "H", "H", "H", "H", "H", "H", "H", "H", "H", "H", "H", "H", "H"], "xyz": [[-1.95376, 0.79787, -0.24837], [1.34878, 0.60136, -1.65703], [0.62979, -2.26349, 0.76094], [0.03830, 0.99144, 2.60047], [0.11842, 1.34732, -1.38910], [-1.35734, -0.71440, -1.99580], [-1.07340, 0.39824, -1.01527], [0.04870, -1.15809, 1.33019], [0.70595, -0.09108, 1.81794], [-2.14079, -0.39588, -2.68699], [2.06052, 1.23265, -2.02266], [0.45679, 1.96521, 2.32889], [0.01144, -2.79050, 0.14957], [1.77643, 0.00114, 1.66405], [-1.69486, -1.59493, -1.44185], [0.20056, 0.83614, 3.67115], [0.27897, 2.05322, -0.56916], [1.54657, -2.10674, 0.35402], [-0.47062, -0.99414, -2.56739], [-1.04119, 1.02017, 2.41810], [-1.01187, -1.29121, 1.54613], [1.71912, 0.25233, -0.77208], [-0.19650, 1.90338, -2.27574]], "atomic_forces_ev_per_a": [[1.7, -0.9, -0.8], [0.3, 0.0, -0.1], [0.2, -0.8, -0.9], [-0.1, 0.1, 0.0], [0.0, -0.9, 1.2], [0.6, -0.8, 0.5], [-1.7, 2.6, -0.6], [0.2, 0.8, 1.3], [-0.6, -0.5, -0.5], [0.0, 0.1, 0.2], [-0.2, -0.2, 0.0], [-0.1, 0.0, 0.1], [0.4, 0.2, 0.1], [0.1, -0.1, 0.0], [-0.2, 0.1, -0.2], [0.0, 0.2, 0.0], [-0.5, 0.1, 0.0], [-0.3, -0.2, 0.1], [0.0, 0.1, 0.1], [0.2, 0.0, 0.0], [0.1, 0.2, -0.2], [-0.2, 0.1, -0.2], [0.0, -0.1, 0.0]]}

# 4
{"formula": "C38H66BrF7N4O18PS2", "method": "ωB97M-V/def2-TZVPD", "e_tot_ha": -7470.72924, "total_charge": 1, "orbital_gap_ha": 0.2392, "de_lowest_kcal_mol": 202.7, "symbols": ["Br", "S", "S", "P", "F", "F", "F", "F", "F", "F", "F", "O", "O", "O", "O", "O", "O", "O", "O", "O", "O", "O", "O", "O", "O", "O", "O", "O", "O", "N", "N", "N", "N", "C", "C", "C", "C", "C", "C", "C", "C", "C", "C", "C", "C", "C", "C", "C", "C", "C", "C", "C", "C", "C", "C", "C", "C", "C", "C", "C", "C", "C", "C", "C", "C", "C", "C", "C", "C", "C", "C", "H", "H", "H", "H", "H", "H", "H", "H", "H", "H", "H", "H", "H", "H", "H", "H", "H", "H", "H", "H", "H", "H", "H", "H", "H", "H", "H", "H", "H", "H", "H", "H", "H", "H", "H", "H", "H", "H", "H", "H", "H", "H", "H", "H", "H", "H", "H", "H", "H", "H", "H", "H", "H", "H", "H", "H", "H", "H", "H", "H", "H", "H", "H", "H", "H", "H"], "xyz": [[-3.93446, 3.64578, 0.08265], [-0.90450, 1.43432, -1.78277], [2.25959, -0.82699, 0.32927], [1.17897, -0.51064, -1.31083], [-0.65279, 3.33281, 0.34331], [-0.92694, 4.05957, -1.83688], [1.98885, 2.53215, 1.24112], [3.49946, 2.04632, -0.54004], [1.31080, 4.91447, -1.17479], [1.99394, 3.12363, -2.51685], [3.24958, 4.24742, 0.23955], [0.77906, -6.72811, -3.44827], [12.97451, 7.72100, 6.88738], [0.75626, 0.40991, 3.48556], [14.40360, 8.51505, 5.33608], [-1.18823, -3.01071, -4.31485], [15.08238, 8.35537, 7.51681], [-2.23924, 1.47314, 2.00373], [-4.77728, -4.83571, 2.07479], [-6.63504, -2.06850, -5.79773], [-0.22011, 1.38885, -3.21801], [-2.38395, 1.78088, -2.21796], [-8.62267, -2.64898, -4.90793], [-6.97416, -1.83092, -3.54598], [7.80360, 7.39464, 2.19220], [8.48238, 7.23496, 4.37293], [1.28974, -6.14870, -1.33099], [-0.79879, -6.95794, -1.80532], [6.37451, 6.60059, 3.74351], [-2.10249, 0.79019, 0.87410], [-4.88065, -3.49744, -3.41520], [-1.64018, -1.37564, -1.22881], [-0.15150, -3.04342, 0.12620], [-5.50105, -4.25094, 0.93576], [2.49511, -6.15082, -2.07549], [2.94146, -6.60910, -4.51670], [11.16644, 6.90874, 5.50795], [-0.39357, 1.24115, 3.86328], [-1.83203, 0.78398, 3.21892], [2.00402, -6.01489, -3.48536], [14.23033, 8.21179, 6.65810], [7.63033, 7.09138, 3.51423], [-4.55025, 0.62734, -0.21549], [-0.76026, 0.15086, 0.66782], [-3.38340, -3.87600, -3.37775], [2.42973, 3.00904, -0.07087], [-3.26946, -0.07714, 0.50560], [-8.77567, -2.63149, -6.31749], [0.43724, -2.01625, 4.44103], [-7.37469, -2.15207, -4.65070], [1.16660, -0.51523, 4.55111], [12.22753, 7.97149, 5.70847], [4.56644, 5.78834, 2.36407], [-2.72374, -1.47238, -0.12940], [-0.90867, -2.72946, -1.13111], [-0.66883, -0.20113, -0.96688], [-0.20958, 2.96765, -1.04361], [-5.02888, -2.65449, 0.83586], [0.32128, -6.63890, -2.16257], [-3.51053, -5.44320, 1.63731], [1.33020, 3.39217, -1.18603], [-5.42100, 1.86033, 2.10635], [-7.36070, -2.76759, -6.79366], [-2.45717, -2.56381, -3.61926], [-9.68269, -3.75591, -6.77414], [5.62753, 6.85109, 2.56459], [-5.04655, 2.05684, 0.48774], [-2.29756, -1.37446, -2.56282], [-4.03575, -2.38559, -0.49327], [13.29014, 7.96909, 4.65100], [6.69014, 6.84868, 1.50712], [-7.00428, -3.80359, -6.81783], [2.47367, -6.59902, -5.50689], [-6.05391, -2.05122, 0.73659], [-9.27581, -4.73265, -6.49024], [-1.86778, -0.40799, 3.15596], [-2.33991, -2.06485, 0.83826], [-3.25244, -4.54784, -4.35961], [-1.66784, -3.64866, -1.20227], [3.13717, -5.31851, -1.77414], [1.87860, 0.64197, -1.90598], [13.55769, 6.96569, 4.30099], [-3.59483, -6.60170, 1.80374], [-10.66237, -3.67459, -6.29143], [-0.75338, -3.57655, 0.82076], [6.42449, 7.46787, 0.64582], [-0.83560, -2.25646, -4.87188], [6.95769, 5.84528, 1.15711], [2.32300, -0.74311, 4.35909], [-2.65069, 1.04897, 4.04835], [-3.72480, -0.36645, 1.57855], [3.01865, -7.09408, -1.88290], [-0.17797, 2.33353, 3.45357], [5.15918, 7.83799, 2.66438], [-0.50208, -0.75956, 1.35159], [-4.62972, 2.42284, 2.75826], [-6.65380, -4.25262, 1.22846], [-9.20513, -1.66214, -6.59897], [0.06022, 0.95423, 0.85994], [-5.49205, -0.07315, 0.02360], [1.77988, -4.97078, -3.73614], [-3.02461, -2.03071, -4.54891], [3.16691, -7.65682, -4.28949], [-4.49755, -2.39618, 1.84603], [-0.53047, -2.00909, 3.78410], [-0.44495, 1.32699, 5.04931], [1.49832, -1.58832, -2.20429], [3.89641, 5.75136, 3.22957], [-4.53450, 0.66399, -1.38452], [-3.24891, -5.26195, 0.51112], [-3.30660, -0.73213, -2.57664], [1.16654, -2.81407, 3.93526], [-4.87679, -2.45615, -3.47134], [-1.58141, -0.72204, -3.27326], [11.75918, 8.95840, 5.80826], [5.01520, 4.79292, 2.27496], [13.02449, 8.58828, 3.78970], [-6.46154, 2.41621, 2.28629], [-2.61600, -5.05634, 2.29155], [11.61520, 5.91333, 5.41884], [10.57266, 7.10716, 4.61087], [-9.82170, -3.73597, -7.85903], [0.68230, -3.65381, -0.02120], [-4.74403, -1.92746, -1.30364], [-3.10651, -4.58156, -2.49685], [3.88101, -6.05089, -4.56517], [-0.15948, -2.93068, -2.00404], [-6.11150, 2.25849, -0.01708], [1.10654, -0.08629, 5.63803], [-5.35933, -3.83382, -2.55107], [-7.20453, -2.31360, -7.77616], [0.24956, -2.43433, 5.53736], [-3.74700, -3.52570, -0.70853], [3.97266, 5.98675, 1.46699], [10.49641, 6.87177, 6.37345], [-5.51669, 0.71371, 2.31773], [-5.39186, -4.83070, -0.07466]], "atomic_forces_ev_per_a": [[-0.7, -0.9, 0.4], [-6.4, 1.3, -10.7], [-0.8, 0.1, -0.8], [4.0, -0.5, 1.6], [1.9, -1.8, -4.2], [2.3, -4.2, 2.0], [0.9, 1.5, -4.8], [-4.3, 3.2, 1.3], [-0.2, -5.0, 0.3], [-2.6, 0.3, 4.4], [-3.1, -4.3, -1.2], [-0.8, 0.0, 1.3], [1.3, 0.4, 0.1], [-1.2, -0.1, 2.0], [0.2, -0.1, 1.0], [-0.8, 1.6, 1.2], [-1.8, -0.3, -1.9], [0.5, 0.5, 2.7], [0.7, -0.3, -2.7], [-0.3, 0.2, 1.3], [-0.5, -0.5, 5.8], [4.8, -1.7, 3.4], [1.3, 0.6, 0.8], [-0.9, -0.3, -2.0], [0.2, -0.1, 1.1], [-2.1, -0.3, -2.0], [-1.0, -0.1, -0.2], [2.3, 0.9, -0.6], [1.2, 0.4, 0.1], [1.0, -2.1, -4.0], [2.4, 0.2, 0.9], [-0.5, -1.2, 0.9], [-1.3, -0.4, 0.3], [-0.8, 1.4, 0.9], [0.9, 0.3, 0.2], [-0.2, -0.2, -0.3], [0.1, -0.1, 0.2], [0.0, 1.2, -0.1], [-0.5, -1.3, 3.0], [1.1, -0.1, -1.0], [1.7, 0.2, 1.8], [1.5, 0.2, 1.6], [-1.2, -0.1, 0.3], [0.6, 0.6, -0.2], [-0.2, -1.2, -1.7], [5.1, 0.1, 3.3], [-0.9, -0.3, 1.7], [-1.0, -0.7, -1.0], [0.7, -0.4, 0.4], [0.4, 0.3, 1.5], [1.5, -1.8, -0.4], [-1.3, -0.7, -0.5], [-0.1, -0.1, 0.4], [-2.9, -0.8, 3.3], [1.7, -5.0, 0.1], [0.6, 0.1, 3.5], [-1.9, 6.3, 2.2], [-0.7, -0.2, -0.4], [-2.1, -0.8, 0.3], [0.7, -0.9, 0.3], [2.4, 3.8, -2.8], [-0.1, 1.1, -0.9], [0.2, -0.1, -1.0], [-1.0, -1.0, -2.6], [-0.3, -0.2, 0.3], [-1.2, -0.5, -0.4], [-2.3, -1.7, -0.1], [-0.3, 3.1, -4.9], [-0.9, -1.1, 0.7], [-0.1, 0.2, -0.8], [-0.1, 0.2, -0.9], [-0.2, 0.0, 0.0], [0.1, 0.1, 0.2], [2.5, -1.0, 0.2], [0.1, 0.2, -0.1], [0.1, 2.6, -0.3], [0.0, 1.4, -2.5], [0.2, 1.5, 2.2], [0.9, 2.8, -0.5], [-0.2, -0.1, 0.1], [-1.5, -0.8, 0.0], [-0.2, 0.0, 0.1], [0.3, 2.2, -0.4], [0.1, 0.1, -0.2], [0.9, 1.0, -1.3], [0.2, 0.0, 0.2], [-0.8, -1.1, 1.0], [-0.2, 0.0, 0.1], [-2.5, 0.8, 0.4], [1.7, -0.4, -1.9], [1.0, 0.2, -2.4], [0.0, 0.1, -0.2], [-0.4, -2.2, 0.8], [0.1, 0.0, -0.1], [-0.2, 1.5, -1.6], [-1.4, -1.5, -1.2], [2.6, -0.1, -0.6], [0.1, -0.1, 0.0], [-1.4, -1.4, -0.1], [2.2, 1.4, -0.4], [0.0, 0.0, 0.1], [0.9, -0.8, 2.6], [0.0, 0.2, 0.1], [-1.1, -0.5, -1.9], [1.7, 0.1, 1.5], [-0.2, -0.3, -2.6], [-1.1, 0.8, -0.2], [0.0, 0.1, -0.2], [0.4, 0.4, 2.3], [-0.6, -0.2, 2.0], [2.4, -1.6, 0.5], [-1.5, 1.9, 1.0], [-0.8, -1.3, 0.3], [-1.5, -1.0, 1.8], [0.1, 0.0, -0.1], [0.0, 0.2, -0.1], [0.2, 0.0, 0.2], [2.3, -1.4, -0.3], [-1.8, -0.6, -1.1], [0.1, 0.2, 0.0], [0.2, 0.0, 0.3], [0.0, 0.1, 0.2], [-0.9, 1.0, -0.3], [1.8, -1.0, 1.4], [-0.3, 1.4, -1.3], [-0.2, 0.0, 0.0], [-1.8, 1.1, 1.3], [2.6, -0.3, 0.9], [-0.3, -0.5, -2.2], [0.5, 0.8, -1.0], [0.1, 0.0, 0.3], [0.1, 0.9, -2.4], [-0.3, 2.9, -0.2], [0.2, 0.1, 0.2], [0.0, 0.1, -0.3], [0.2, 2.3, -0.1], [0.0, 0.9, 1.9]]}

- Which formula does entry 1 have?
  C3H11N2